--- one ---
{
  "formula": "C5H3F",
  "method": "ωB97M-V with the def2-TZVPD basis set",
  "gap_ha": 0.32051,
  "homo_ev": -8.77,
  "smiles": "FC1=C2[C@H]3C[C@@]123",
  "species": ["C", "C", "C", "C", "C", "F", "H", "H", "H"],
  "positions_angstrom": [[0.637, -0.962, 0.424], [1.458, -0.083, -0.087], [-0.916, 0.651, 0.195], [-0.650, -0.805, -0.245], [0.169, 0.325, -0.724], [2.596, 0.490, 0.205], [-1.687, 1.260, -0.136], [-0.720, 0.817, 1.219], [-0.886, -1.693, -0.850]]
}

***

--- two ---
{
  "formula": "C5H3F",
  "method": "ωB97M-V with the def2-TZVPD basis set",
  "gap_ha": 0.36472,
  "homo_ev": -9.57,
  "smiles": "C#CC#CCF",
  "species": ["C", "C", "C", "C", "C", "H", "H", "H", "F"],
  "positions_angstrom": [[-2.026, -0.325, 0.008], [-0.515, -0.384, -0.033], [0.651, -0.079, -0.082], [1.954, 0.213, -0.118], [3.178, 0.347, -0.006], [-2.423, -0.879, -0.858], [-2.466, -0.706, 0.915], [4.071, 0.819, 0.226], [-2.424, 0.994, -0.054]]
}

***

--- three ---
{
  "formula": "C5H3F",
  "method": "ωB97M-V with the def2-TZVPD basis set",
  "gap_ha": 0.36135,
  "homo_ev": -9.19,
  "species": ["C", "C", "C", "C", "C", "F", "H", "H", "H"],
  "positions_angstrom": [[0.530, 0.566, 0.678], [-0.228, 1.290, 1.259], [-0.435, -0.953, -0.614], [0.830, -0.298, -0.378], [-0.269, 0.468, -0.996], [-0.898, 2.097, 2.049], [-0.290, -1.506, -1.514], [-1.018, -1.198, 0.222], [1.778, -0.467, -0.707]]
}

***

Tell me which of them is the most stable. Sure, it is two.

***

--- one ---
{
  "formula": "C6H8N2O2S",
  "method": "ωB97M-V with the def2-TZVPD basis set",
  "gap_ha": [0.25367, 0.24131],
  "homo_ev": [-8.69, -8.50],
  "species": ["C", "C", "C", "C", "C", "C", "N", "N", "O", "O", "S", "H", "H", "H", "H", "H", "H", "H", "H"],
  "positions_angstrom": [[-2.657, -0.250, -0.590], [-2.167, 1.061, -0.446], [-2.020, -1.323, 0.021], [-1.005, 1.260, 0.227], [-0.895, -1.099, 0.801], [-0.392, 0.139, 0.948], [1.972, 1.021, -1.263], [3.795, 0.397, 0.374], [2.233, -1.406, -0.391], [0.757, 0.543, 1.530], [2.388, 0.162, -0.080], [-3.460, -0.519, -1.289], [-2.719, 1.888, -0.938], [-2.127, -2.375, -0.355], [-0.505, 2.215, 0.035], [-0.316, -1.905, 1.312], [0.931, 1.191, -1.481], [3.719, 0.858, 1.211], [2.468, -1.859, 0.375]]
}

***

--- two ---
{
  "formula": "C6H8N2O2S",
  "method": "ωB97M-V with the def2-TZVPD basis set",
  "gap_ha": 0.34214,
  "homo_ev": -8.66,
  "smiles": "Nc1ccc(S(N)(=O)=O)cc1",
  "species": ["C", "C", "C", "C", "C", "C", "H", "H", "H", "H", "H", "H", "H", "H", "N", "N", "O", "O", "S"],
  "positions_angstrom": [[-2.025, 0.021, -0.144], [-1.309, -1.200, -0.161], [0.084, -1.204, -0.249], [0.773, 0.001, -0.282], [0.104, 1.215, -0.209], [-1.274, 1.214, -0.161], [-3.861, -0.844, -0.334], [-3.858, 0.874, -0.346], [-1.868, -2.134, -0.169], [0.619, -2.143, -0.292], [0.671, 2.141, -0.219], [-1.807, 2.174, -0.139], [2.883, -0.943, 1.713], [2.682, 0.717, 1.847], [-3.417, 0.026, -0.064], [3.064, -0.035, 1.277], [2.967, 1.322, -0.836], [3.007, -1.220, -0.913], [2.565, 0.019, -0.318]]
}

***

Tell me which of them is the most stable. Sure, it is two.

***

--- one ---
{
  "formula": "C3H8N2O2S",
  "method": "ωB97M-V with the def2-TZVPD basis set",
  "gap_ha": 0.33615,
  "homo_ev": -8.42,
  "smiles": "COC/C(=N\\S)NO",
  "species": ["C", "C", "C", "H", "H", "H", "H", "H", "H", "H", "H", "N", "N", "O", "O", "S"],
  "positions_angstrom": [[-1.730, 1.683, 0.669], [0.583, 1.211, 0.623], [0.506, 0.132, -0.445], [-1.967, 0.943, -0.062], [-1.536, 2.660, 0.131], [-2.549, 1.771, 1.377], [1.405, 0.972, 1.299], [0.827, 2.165, 0.156], [0.412, 1.407, -1.999], [0.343, -1.162, -2.279], [-0.437, -0.812, 1.919], [0.893, 0.563, -1.704], [0.218, -1.110, -0.310], [-0.582, 1.310, 1.407], [0.745, -0.386, -2.719], [-0.109, -1.853, 1.186]]
}

***

--- two ---
{
  "formula": "C3H8N2O2S",
  "method": "ωB97M-V with the def2-TZVPD basis set",
  "gap_ha": 0.33050,
  "homo_ev": -8.39,
  "species": ["C", "C", "C", "N", "N", "O", "O", "S", "H", "H", "H", "H", "H", "H", "H", "H"],
  "positions_angstrom": [[-1.515, -1.014, 0.074], [-1.615, 0.366, 0.760], [0.532, 0.177, -0.023], [-0.052, -1.053, -0.133], [-0.237, 0.911, 0.836], [2.719, -1.218, -0.028], [2.750, 1.205, -0.717], [2.406, 0.137, 0.388], [-1.904, -2.026, 0.679], [-2.188, -1.068, -0.791], [-2.182, 0.983, 0.124], [-1.935, 0.248, 1.827], [0.751, 0.939, -1.637], [0.362, -1.771, -0.688], [-0.069, 1.963, 0.789], [2.178, 1.221, -1.462]]
}

***

Tell me which of them is the most stable. Sure, it is one.

***

--- one ---
{
  "formula": "C2H4FNO",
  "method": "ωB97M-V with the def2-TZVPD basis set",
  "gap_ha": 0.36708,
  "homo_ev": -9.15,
  "species": ["C", "C", "N", "O", "F", "H", "H", "H", "H"],
  "positions_angstrom": [[0.902, -0.221, 0.144], [-0.951, -0.745, -0.372], [0.753, 1.090, 0.298], [1.831, -0.953, 0.133], [-1.733, -0.188, 0.592], [-1.182, -0.349, -1.348], [-0.965, -1.828, -0.283], [-0.176, 1.482, 0.328], [1.522, 1.712, 0.507]]
}

***

--- two ---
{
  "formula": "C2H4FNO",
  "method": "ωB97M-V with the def2-TZVPD basis set",
  "gap_ha": 0.38274,
  "homo_ev": -9.53,
  "smiles": "CN(F)C=O",
  "species": ["C", "C", "N", "O", "F", "H", "H", "H", "H"],
  "positions_angstrom": [[-0.733, -0.537, 1.222], [0.341, 0.205, -1.101], [0.476, -0.011, 0.298], [-1.606, -1.185, 0.758], [1.111, 1.049, 0.956], [-0.519, -0.252, 2.248], [-0.451, -0.453, -1.457], [0.094, 1.246, -1.339], [1.286, -0.063, -1.584]]
}

***

Tell me which of them is the most stable. Sure, it is one.